1.
This record from the Open Molecules 2025 dataset describes a 3-piece molecular cluster, C17H32F8O overall. The level of theory is ωB97M-V/def2-TZVPD.

Its HOMO-LUMO gap is 11.35 eV. Its max |F| is 4.52 eV/Å. For the energy above the lowest of the compared OMol25 structures with the same formula, charge and spin, the calculation gives 0.064 eV. The SMILES is FC(F)C(F)(F)COC(F)(F)C(F)F.CCCCCC.CCCCCC. The HOMO energy comes out at -10.594 eV. The total energy comes out at -41933.6179 eV.

The geometry in ORCA input format:
```
! RIJCOSX wB97M-V def2-TZVPD def2/J DEFGRID3
* xyz 0 1
C -25.05 -18.12 -8.34
C -23.74 -18.05 -7.56
C -23.66 -16.79 -6.70
F -24.68 -16.58 -5.88
F -22.50 -16.68 -6.02
F -23.56 -19.07 -6.75
F -22.73 -18.15 -8.45
O -25.48 -16.83 -8.98
C -26.79 -16.32 -8.59
C -27.25 -15.22 -9.56
F -28.38 -14.72 -9.06
F -26.39 -14.25 -9.77
F -27.65 -17.31 -8.44
F -26.58 -15.90 -7.33
H -25.71 -18.38 -7.52
H -24.90 -18.91 -9.09
H -23.62 -15.97 -7.42
H -27.48 -15.60 -10.56
C -26.25 -23.97 -1.22
C -25.47 -25.12 -1.76
C -26.47 -26.20 -2.26
C -25.81 -27.54 -2.70
C -26.77 -28.79 -2.75
C -26.41 -29.82 -3.73
H -26.62 -24.03 -0.19
H -27.09 -23.68 -1.86
H -25.52 -23.18 -1.04
H -24.90 -24.66 -2.57
H -24.85 -25.44 -0.93
H -27.20 -25.78 -2.95
H -26.96 -26.43 -1.31
H -25.52 -27.31 -3.72
H -24.87 -27.79 -2.21
H -26.97 -29.07 -1.71
H -27.79 -28.50 -2.99
H -26.37 -29.49 -4.77
H -25.49 -30.38 -3.56
H -27.16 -30.60 -3.65
C -19.49 -22.70 2.15
C -18.04 -22.36 2.19
C -17.36 -21.93 0.89
C -18.02 -20.83 0.12
C -17.69 -19.46 0.76
C -18.41 -18.20 0.25
H -19.72 -23.41 1.35
H -20.08 -21.85 1.80
H -19.93 -22.96 3.11
H -17.88 -21.69 3.04
H -17.40 -23.21 2.45
H -17.16 -22.85 0.34
H -16.36 -21.59 1.16
H -17.70 -20.85 -0.92
H -19.10 -20.99 0.12
H -17.84 -19.63 1.82
H -16.62 -19.26 0.83
H -17.94 -17.27 0.57
H -18.29 -18.18 -0.83
H -19.46 -18.10 0.53
*
```

Löwdin atomic charges, in units of e: 0.003, -0.511, -0.336, 0.123, 0.093, 0.156, 0.121, -0.007, -0.501, -0.341, 0.116, 0.146, 0.175, 0.137, 0.138, 0.148, 0.167, 0.173, -0.154, -0.283, -0.216, -0.200, -0.288, -0.146, 0.071, 0.076, 0.069, 0.106, 0.112, 0.113, 0.104, 0.098, 0.108, 0.107, 0.102, 0.079, 0.073, 0.071, -0.119, -0.285, -0.241, -0.224, -0.261, -0.105, 0.078, 0.061, 0.075, 0.100, 0.101, 0.110, 0.108, 0.109, 0.099, 0.094, 0.103, 0.063, 0.066, 0.067

=====

2.
This record from the Open Molecules 2025 dataset describes C17H32NO2P2Pt as an isolated structure. The level of theory is ωB97M-V/def2-TZVPD.

As for the expectation value of S²: 2.022. Its HOMO-LUMO gap (alpha / beta) is 5.32 / 6.14 eV. Its max |F| is 1.24 eV/Å. The HOMO energy (alpha / beta) comes out at -7.756 / -11.503 eV. The total energy comes out at -45550.3177 eV.

The geometry in ORCA input format:
```
! RIJCOSX wB97M-V def2-TZVPD def2/J DEFGRID3
* xyz 1 3
Pt 0.15 -0.10 -0.36
P -1.16 1.55 -1.21
C -1.20 1.09 -2.97
C 0.07 0.37 -3.35
N 0.78 -0.24 -2.40
C 1.91 -0.92 -2.67
C 2.39 -0.96 -3.97
C 1.69 -0.32 -4.97
C 0.51 0.35 -4.66
C 2.64 -1.59 -1.54
P 1.49 -1.90 -0.15
H -0.06 0.91 -5.39
H 3.31 -1.51 -4.15
H 2.06 -0.31 -5.99
H 3.09 -2.54 -1.86
H 3.44 -0.95 -1.14
H -2.10 0.44 -3.10
H -1.35 1.99 -3.59
H -3.45 -3.59 -1.28
O -3.79 -3.21 -2.11
H -3.99 -4.00 -2.63
H -1.33 -4.52 1.84
O -1.91 -5.22 1.47
H -1.97 -5.84 2.22
C 0.86 -3.56 -0.55
H 1.73 -4.22 -0.70
H 0.24 -3.92 0.28
H 0.27 -3.51 -1.47
C 2.58 -2.16 1.26
H 1.94 -2.49 2.08
H 3.33 -2.93 1.01
H 3.08 -1.21 1.51
C -0.37 3.19 -1.15
H -0.90 3.88 -1.83
H -0.46 3.54 -0.11
H 0.68 3.11 -1.43
C -2.90 1.85 -0.83
H -2.95 2.18 0.21
H -3.29 2.63 -1.51
H -3.44 0.91 -0.98
C -0.80 3.49 3.49
C -0.11 2.12 3.67
C 1.32 2.38 4.17
C -0.87 1.34 4.75
C -0.09 1.35 2.40
C 0.01 0.72 1.34
H -0.79 4.02 4.45
H -1.84 3.37 3.17
H -0.26 4.10 2.76
H 1.26 2.94 5.11
H 1.84 1.44 4.35
H 1.88 2.98 3.45
H -1.91 1.17 4.44
H -0.38 0.38 4.94
H -0.88 1.92 5.68
*
```

Löwdin atomic charges, in units of e: 0.881, 0.652, -0.274, -0.320, -0.087, -0.322, -0.006, -0.023, -0.005, -0.271, 0.627, 0.125, 0.125, 0.121, 0.104, 0.110, 0.118, 0.106, 0.028, -0.073, 0.040, 0.025, -0.078, 0.054, -0.242, 0.056, 0.028, 0.056, -0.247, 0.052, 0.063, 0.054, -0.228, 0.060, 0.040, 0.054, -0.236, 0.048, 0.063, 0.057, -0.053, -0.623, -0.049, -0.046, -0.033, -0.339, 0.092, 0.086, 0.083, 0.092, 0.089, 0.090, 0.091, 0.090, 0.095

=====

Look up the max |F| of the second one. 1.24 eV/Å

=====

The highest max |F| belongs to which entry? C17H32F8O

=====

Copy entry 2 word for word.
This record from the Open Molecules 2025 dataset describes C17H32NO2P2Pt as an isolated structure. The level of theory is ωB97M-V/def2-TZVPD.

As for the expectation value of S²: 2.022. Its HOMO-LUMO gap (alpha / beta) is 5.32 / 6.14 eV. Its max |F| is 1.24 eV/Å. The HOMO energy (alpha / beta) comes out at -7.756 / -11.503 eV. The total energy comes out at -45550.3177 eV.

The geometry in ORCA input format:
```
! RIJCOSX wB97M-V def2-TZVPD def2/J DEFGRID3
* xyz 1 3
Pt 0.15 -0.10 -0.36
P -1.16 1.55 -1.21
C -1.20 1.09 -2.97
C 0.07 0.37 -3.35
N 0.78 -0.24 -2.40
C 1.91 -0.92 -2.67
C 2.39 -0.96 -3.97
C 1.69 -0.32 -4.97
C 0.51 0.35 -4.66
C 2.64 -1.59 -1.54
P 1.49 -1.90 -0.15
H -0.06 0.91 -5.39
H 3.31 -1.51 -4.15
H 2.06 -0.31 -5.99
H 3.09 -2.54 -1.86
H 3.44 -0.95 -1.14
H -2.10 0.44 -3.10
H -1.35 1.99 -3.59
H -3.45 -3.59 -1.28
O -3.79 -3.21 -2.11
H -3.99 -4.00 -2.63
H -1.33 -4.52 1.84
O -1.91 -5.22 1.47
H -1.97 -5.84 2.22
C 0.86 -3.56 -0.55
H 1.73 -4.22 -0.70
H 0.24 -3.92 0.28
H 0.27 -3.51 -1.47
C 2.58 -2.16 1.26
H 1.94 -2.49 2.08
H 3.33 -2.93 1.01
H 3.08 -1.21 1.51
C -0.37 3.19 -1.15
H -0.90 3.88 -1.83
H -0.46 3.54 -0.11
H 0.68 3.11 -1.43
C -2.90 1.85 -0.83
H -2.95 2.18 0.21
H -3.29 2.63 -1.51
H -3.44 0.91 -0.98
C -0.80 3.49 3.49
C -0.11 2.12 3.67
C 1.32 2.38 4.17
C -0.87 1.34 4.75
C -0.09 1.35 2.40
C 0.01 0.72 1.34
H -0.79 4.02 4.45
H -1.84 3.37 3.17
H -0.26 4.10 2.76
H 1.26 2.94 5.11
H 1.84 1.44 4.35
H 1.88 2.98 3.45
H -1.91 1.17 4.44
H -0.38 0.38 4.94
H -0.88 1.92 5.68
*
```

Löwdin atomic charges, in units of e: 0.881, 0.652, -0.274, -0.320, -0.087, -0.322, -0.006, -0.023, -0.005, -0.271, 0.627, 0.125, 0.125, 0.121, 0.104, 0.110, 0.118, 0.106, 0.028, -0.073, 0.040, 0.025, -0.078, 0.054, -0.242, 0.056, 0.028, 0.056, -0.247, 0.052, 0.063, 0.054, -0.228, 0.060, 0.040, 0.054, -0.236, 0.048, 0.063, 0.057, -0.053, -0.623, -0.049, -0.046, -0.033, -0.339, 0.092, 0.086, 0.083, 0.092, 0.089, 0.090, 0.091, 0.090, 0.095

=====

Which of these has the highest max |F|? C17H32F8O